(one)
The following is a DFT calculation (ωB97M-V/def2-TZVPD) of C4H6N4 in the gas phase.

CARTESIAN COORDINATES (ANGSTROEM)
H -3.350 -1.128 0.035
N -2.406 -0.686 -0.010
N -1.467 -1.551 0.000
C -0.152 -1.006 0.001
N 0.875 -1.874 0.005
C 1.917 -1.121 -0.016
N 1.628 0.190 0.022
C 0.263 0.283 0.015
C -0.492 1.589 0.015
H 2.953 -1.478 0.071
H 2.274 0.955 -0.124
H -1.127 1.739 -0.875
H 0.247 2.417 -0.026
H -1.162 1.672 0.890

E_HOMO ... -8.8 eV
Structure (SMILES) ... [H]/N=N/c1nc[nH]c1C
Multiplicity ... 1

(two)
The following is a DFT calculation (ωB97M-V/def2-TZVPD) of a molecular structure, C4H6N4.

CARTESIAN COORDINATES (ANGSTROEM)
C -0.921 -0.302 0.430
C -0.502 1.145 -0.004
C 2.110 0.552 -0.157
C 0.563 -0.800 0.325
H -1.806 -1.860 -0.986
H -2.841 -0.868 0.218
H -1.049 -0.116 1.494
H -0.777 2.074 0.666
H -0.474 1.414 -1.281
H 2.656 1.351 -0.500
N -2.024 -0.887 -0.368
N 0.785 0.564 0.144
N 2.662 -0.686 -0.080
N 1.620 -1.582 0.099

E_HOMO ... -9.2 eV
Multiplicity ... 1

(three)
The following is a DFT calculation (ωB97M-V/def2-TZVPD) of a molecular structure, C4H6N4.

CARTESIAN COORDINATES (ANGSTROEM)
C -1.599 0.047 -0.918
C -2.191 0.249 0.400
C -0.275 0.073 -0.857
C 1.848 -0.066 0.144
N -1.364 0.331 1.389
N -0.136 0.488 0.956
N 1.006 -0.224 -1.100
N 1.004 -0.214 1.298
H -2.214 -0.133 -1.783
H -3.249 0.331 0.574
H 2.646 -0.813 0.145
H 2.270 0.947 0.162
H 1.439 0.182 -1.921
H 0.815 -1.198 1.512

E_HOMO ... -7.9 eV
Multiplicity ... 1

(four)
The following is a DFT calculation (ωB97M-V/def2-TZVPD) of C4H6N4 in the gas phase.

CARTESIAN COORDINATES (ANGSTROEM)
C -1.689 -1.089 -0.098
N -2.350 0.112 -0.063
C -1.518 1.072 -0.137
N -0.229 0.565 -0.093
C -0.356 -0.779 -0.054
N 0.928 -1.368 0.039
N 1.857 -0.317 -0.288
C 1.169 0.942 0.072
H -2.192 -2.036 0.017
H -1.631 2.165 0.149
H 0.997 -1.615 1.027
H 2.141 -0.358 -1.297
H 1.499 1.742 -0.414
H 1.376 0.964 1.139

E_HOMO ... -8.5 eV
Structure (SMILES) ... c1ncn2c1NNC2
Multiplicity ... 1

Name the least stable of them. (two).

(one)
The following is a DFT calculation (ωB97M-V/def2-TZVPD) of C4H6N4 in the gas phase.

CARTESIAN COORDINATES (ANGSTROEM)
H -3.721 -0.432 0.314
N -2.871 0.096 0.118
N -1.998 -0.729 0.159
C -0.701 -0.148 -0.327
C 0.422 -1.039 -0.084
C 1.503 -0.092 -0.001
N 2.931 -0.390 0.153
C 0.899 1.115 0.021
N -0.395 1.116 -0.273
H 0.095 -2.094 -0.037
H 3.625 0.379 0.226
H 3.335 -1.184 -0.284
H 1.355 1.967 0.765
H -1.093 1.693 0.269

E_HOMO ... -7.8 eV
Structure (SMILES) ... [H]/N=N/c1cc(N)c[nH]1
Multiplicity ... 1

(two)
The following is a DFT calculation (ωB97M-V/def2-TZVPD) of C4H6N4 in the gas phase.

CARTESIAN COORDINATES (ANGSTROEM)
C 1.341 0.996 0.064
N 2.635 0.733 -0.031
N 2.810 -0.560 0.004
N 1.614 -1.177 0.002
C 0.604 -0.282 -0.001
N -0.711 -0.710 -0.055
C -1.641 0.127 -0.768
C -1.677 0.006 0.760
H 1.040 2.058 0.082
H 1.643 -2.173 -0.210
H -1.364 1.073 -1.221
H -2.508 -0.311 -1.203
H -2.477 -0.614 1.192
H -1.311 0.834 1.385

E_HOMO ... -9.1 eV
Structure (SMILES) ... c1nn[nH]c1N1CC1
Multiplicity ... 1

Name the least stable of them. (one).

(one)
The following is a DFT calculation (ωB97M-V/def2-TZVPD) of C7H11N in the gas phase.

CARTESIAN COORDINATES (ANGSTROEM)
C -0.374 2.287 0.751
C -1.404 1.390 1.469
C -0.933 -0.139 1.275
C -0.064 -0.522 0.175
C 1.135 -1.316 0.231
C 1.543 -1.564 -1.081
N 0.758 -0.724 -1.952
C -0.251 -0.160 -1.190
H 0.601 2.070 1.089
H -0.639 3.402 0.953
H -0.338 2.134 -0.383
H -1.297 1.553 2.496
H -2.455 1.438 1.173
H -0.562 -0.457 2.375
H -1.950 -0.870 1.034
H 1.487 -1.677 1.144
H 2.114 -2.427 -1.466
H 0.662 -0.538 -2.923
H -0.840 0.587 -1.612

E_HOMO ... -7.8 eV
Structure (SMILES) ... CCCc1cc[nH]c1
Multiplicity ... 1

(two)
The following is a DFT calculation (ωB97M-V/def2-TZVPD) of C7H11N in the gas phase.

CARTESIAN COORDINATES (ANGSTROEM)
C 0.356 0.614 -2.011
C 0.253 1.691 -1.152
C 0.501 1.324 0.175
C 0.043 -0.278 0.120
C 0.672 -0.675 -1.223
C -1.454 -0.205 0.749
N -1.089 -1.581 1.364
C 0.325 -1.346 1.290
H -0.029 0.888 -3.188
H 0.325 2.659 -1.646
H -0.130 1.851 0.899
H 1.613 1.557 0.521
H 0.301 -1.683 -1.860
H 1.679 -1.169 -1.116
H -2.448 0.014 0.100
H -1.387 0.870 1.419
H -1.411 -1.706 2.458
H 0.825 -0.904 2.390
H 1.058 -1.922 0.710

E_HOMO ... -8.6 eV
Structure (SMILES) ... C1=CCC2(C1)CNC2
Multiplicity ... 1

(three)
The following is a DFT calculation (ωB97M-V/def2-TZVPD) of a molecular structure, C7H11N.

CARTESIAN COORDINATES (ANGSTROEM)
C 0.385 -1.002 1.218
C 0.278 -0.423 -0.119
C -0.974 -0.657 -1.033
C -2.039 0.077 -0.036
C -1.268 1.143 0.421
C 0.057 0.970 -0.136
C 1.542 1.044 0.029
H -0.511 -1.399 1.612
H 0.802 -0.319 2.149
H 0.881 -1.992 1.191
H -1.272 -1.664 -1.124
H -0.963 -0.267 -2.130
H -3.062 -0.056 -0.118
H -1.461 1.853 1.313
H 0.155 1.053 -1.223
H 1.921 1.684 -0.615
H 2.208 0.767 0.966
H 1.744 -0.445 -1.656
N 1.577 -0.367 -0.709

E_HOMO ... -8.5 eV
Multiplicity ... 1

(four)
The following is a DFT calculation (ωB97M-V/def2-TZVPD) of C7H11N in the gas phase.

CARTESIAN COORDINATES (ANGSTROEM)
C -1.170 -0.192 -0.211
C -2.230 -0.366 0.762
N -3.447 -0.644 0.169
C -0.790 1.213 -0.571
C 0.177 0.417 0.255
C 1.471 0.351 -0.355
C 2.514 -0.416 0.206
C 3.806 -0.506 -0.173
H -1.147 -0.864 -1.087
H -2.007 -1.058 1.572
H -4.112 -0.958 0.867
H -3.862 0.155 -0.307
H -0.606 1.378 -1.623
H -1.402 2.007 -0.156
H 0.161 0.500 1.354
H 1.683 1.082 -1.124
H 2.281 -1.083 1.029
H 4.509 -1.048 0.433
H 4.170 0.031 -1.042

E_HOMO ... -5.5 eV
Multiplicity ... 1

Name the least stable of them. (three).

(one)
The following is a DFT calculation (ωB97M-V/def2-TZVPD) of C7H11N in the gas phase.

CARTESIAN COORDINATES (ANGSTROEM)
C 1.606 0.635 -0.740
C 0.903 0.251 0.377
N 1.631 -0.113 1.525
C -0.461 0.984 0.692
C -0.637 2.083 1.449
C -1.392 0.125 0.059
C -0.663 -0.997 -0.376
C -0.970 -1.679 -1.684
H 1.089 0.883 -1.658
H 2.683 0.747 -0.718
H 2.418 -0.719 1.327
H 1.038 -0.474 2.262
H 0.171 2.466 2.063
H -1.556 2.655 1.388
H -2.366 0.442 -0.301
H -0.318 -1.698 0.384
H -1.845 -2.325 -1.566
H -1.191 -0.957 -2.474
H -0.138 -2.309 -2.008

E_HOMO (spin up / spin down) ... -6.9 / -6.9 eV
Structure (SMILES) ... C=C(N)C(=C)/C=C/C
Multiplicity ... 1

(two)
The following is a DFT calculation (ωB97M-V/def2-TZVPD) of C7H11N in the gas phase.

CARTESIAN COORDINATES (ANGSTROEM)
C -1.814 -1.655 0.133
N -0.667 -0.767 0.409
C -0.864 0.449 1.260
C 0.162 1.650 1.172
C 1.032 1.721 -0.026
C 1.278 0.270 -0.515
C 1.218 -0.809 -1.622
C 0.100 -0.410 -0.802
H -2.715 -1.212 -0.347
H -1.357 -2.239 -0.779
H -2.024 -2.280 1.054
H -0.662 0.072 2.347
H -1.945 0.780 1.179
H -0.024 2.560 1.795
H 1.641 2.518 -0.442
H 1.881 -0.334 0.301
H 1.368 -0.489 -2.662
H 2.101 -1.633 -1.400
H -0.271 0.325 -1.497

E_HOMO ... -8.2 eV
Structure (SMILES) ... CN1CC=C[C@@H]2C[C@H]21
Multiplicity ... 1

Name the least stable of them. (two).

(one)
The following is a DFT calculation (ωB97M-V/def2-TZVPD) of C7H11N in the gas phase.

CARTESIAN COORDINATES (ANGSTROEM)
C -0.295 0.245 2.282
C -1.095 0.405 1.209
C -0.495 -0.076 -0.174
C -1.523 -0.996 -1.019
C 0.017 1.061 -1.101
C 1.379 1.119 -1.050
C 1.928 -0.009 -0.129
N 0.695 -0.837 0.136
H -0.801 0.488 3.298
H 0.683 -0.278 2.247
H -2.287 0.785 1.114
H -1.257 -1.121 -2.139
H -1.525 -2.087 -0.569
H -2.535 -0.555 -0.718
H -0.612 1.685 -1.720
H 1.963 1.923 -1.514
H 2.252 0.547 0.753
H 2.758 -0.522 -0.537
H 0.750 -1.777 -0.368

E_HOMO ... -8.8 eV
Structure (SMILES) ... C=C[C@@]1(C)C=CCN1
Multiplicity ... 1

(two)
The following is a DFT calculation (ωB97M-V/def2-TZVPD) of a molecular structure, C7H11N.

CARTESIAN COORDINATES (ANGSTROEM)
C 1.493 -1.100 -0.298
C 0.206 -0.590 -0.632
C -0.684 -1.114 0.312
C -0.307 0.123 1.338
C -0.024 0.763 0.059
C -1.441 0.959 -0.557
C -1.929 -0.253 -0.361
H 2.069 -1.935 -1.315
H 1.648 -1.580 0.756
H 2.367 -0.096 -0.217
H -0.277 -0.922 -1.604
H -0.991 -2.163 0.614
H -1.148 0.580 1.923
H 0.335 -0.111 2.127
H 0.790 2.490 0.342
H 1.265 2.101 -0.964
H -1.595 1.893 -1.198
H -2.862 -0.723 -0.330
N 1.083 1.677 0.004

E_HOMO ... -8.7 eV
Multiplicity ... 1

Name the least stable of them. (two).

(one)
The following is a DFT calculation (ωB97M-V/def2-TZVPD) of a molecular structure, C7H11N.

CARTESIAN COORDINATES (ANGSTROEM)
C -1.282 -1.580 -0.461
N -0.452 -0.266 2.079
C 0.419 -0.836 1.124
C -0.063 -1.768 0.163
H -0.017 -0.014 2.956
H -1.346 0.025 1.710
H 1.385 -1.075 1.563
H 0.688 -2.383 -0.315
H -1.547 -2.210 -1.300
H -2.137 -1.233 0.110
H -1.001 -0.128 -0.896
C -0.540 1.596 -2.058
C 1.905 1.313 0.352
C -0.150 0.811 -1.058
C 0.847 0.667 -0.112
H 0.085 2.385 -2.461
H 2.231 2.251 -0.088
H -1.543 1.520 -2.462
H 2.517 0.924 1.154

E_HOMO ... -8.2 eV
Multiplicity ... 1

(two)
The following is a DFT calculation (ωB97M-V/def2-TZVPD) of C7H11N in the gas phase.

CARTESIAN COORDINATES (ANGSTROEM)
C -1.117 -2.173 -0.413
C -1.535 -0.801 0.143
C -0.543 -0.001 0.933
C 0.852 -0.232 1.024
C 1.770 0.696 0.660
C 1.140 1.915 -0.186
N -0.257 1.662 -0.679
C -0.565 0.263 -0.595
H -1.112 -2.869 0.615
H -1.867 -2.600 -1.105
H -0.063 -2.191 -0.862
H -2.491 -0.527 0.424
H -1.110 0.781 1.376
H 1.211 -1.109 1.613
H 2.834 0.667 0.680
H 1.199 2.854 0.353
H 1.826 2.036 -1.146
H -0.290 2.105 -1.652
H 0.118 -0.476 -1.183

E_HOMO ... -7.8 eV
Structure (SMILES) ... C[C@H]1[C@H]2C=CCN[C@H]12
Multiplicity ... 1

Name the least stable of them. (two).